1.
This record from the OMol25 dataset describes a molecular structure, C29H62BCl16O2 at a distorted geometry. The level of theory is the ωB97M-V functional and the def2-TZVPD basis.

Last column: Mulliken charge in e.
Cartesian coordinates (Å):
H -5.28 -5.71 -5.93  0.32
H -2.66 1.49 -1.38  -0.66
H 7.40 2.18 -2.62  0.42
H 5.05 3.80 -1.50  0.33
H 8.88 0.48 -2.11  0.38
H -1.43 1.72 1.48  0.07
H -2.37 3.76 0.57  0.39
H 0.00 1.45 -1.18  -0.15
H -1.11 0.61 7.31  0.33
H -4.97 1.57 0.20  0.45
H 3.87 0.91 7.39  0.30
Cl 0.24 -1.21 6.70  -0.19
H 6.18 -2.47 1.65  0.24
Cl 5.72 -1.15 3.81  -0.14
Cl -3.81 -5.90 -4.11  -0.15
C 8.12 0.55 -1.34  -0.91
Cl 8.12 0.50 4.11  -0.14
H 0.89 -0.32 0.94  0.33
H -3.78 2.83 -1.28  0.22
C -0.69 -1.28 -2.90  -0.90
C -3.90 1.47 0.40  -1.22
Cl -3.15 4.05 -3.59  -0.14
C -3.79 -0.81 -0.77  -0.14
C 1.05 0.70 0.61  -1.78
C 4.01 1.87 -1.63  -0.60
C 7.23 -0.91 4.69  -0.41
H 0.08 -1.14 -3.65  0.26
H -5.61 -1.17 3.60  -0.13
H -11.18 0.16 -0.38  0.31
H -1.95 -0.49 6.20  0.17
C 7.01 1.50 -1.88  -0.59
C 2.60 1.96 -1.02  0.27
Cl -0.61 1.06 5.06  -0.08
H 4.40 0.87 -1.43  0.16
H 2.44 -0.16 -0.84  0.34
H 3.17 0.63 0.52  0.31
C -0.21 1.15 -0.16  2.73
H -4.27 -0.44 1.26  -0.24
H -2.03 -2.41 -4.44  -0.23
C 7.58 -0.85 -1.05  -0.64
C -3.05 -2.61 -2.35  -0.85
H 6.34 1.67 0.17  0.12
H -3.33 -3.66 -2.26  0.00
H -1.36 4.71 -4.98  0.36
H 4.58 3.06 0.01  0.38
H 1.18 1.31 1.50  0.57
H -1.89 -1.88 -0.60  0.36
C -6.71 -3.86 0.55  -0.42
C -0.94 2.22 0.66  -0.90
H -9.72 -0.40 -1.23  0.24
H 6.37 -0.29 0.67  -0.18
H -3.33 -2.79 -0.21  0.52
C -3.58 -0.03 0.52  0.29
C 4.99 2.85 -0.97  -0.69
C 6.40 -2.39 0.59  -1.36
H 7.85 -1.79 4.56  0.30
H -1.02 -3.59 -3.25  -0.28
H 2.53 2.86 -0.41  0.18
H -0.86 0.29 -0.22  -1.52
H -3.72 -0.19 -1.65  0.31
H 6.30 0.86 -2.40  0.34
H -1.26 5.43 -3.36  0.29
C 7.09 -1.05 0.37  0.36
O -1.63 0.56 -3.92  -0.46
Cl -7.02 -2.78 -0.81  -0.14
Cl -9.91 -1.34 0.91  -0.13
Cl -5.53 -3.19 1.68  -0.14
H -0.15 -1.50 -1.97  0.22
Cl 4.46 0.67 5.13  -0.10
C 3.39 1.15 6.45  0.06
B -1.67 -2.55 -3.26  0.34
C -1.01 0.01 6.42  -0.23
C -5.96 -0.23 4.01  0.04
H 8.52 1.03 -0.45  0.42
C 6.39 2.28 -0.73  -0.69
H -3.85 -2.12 -2.89  0.16
C -1.47 4.53 -3.92  -0.42
Cl 3.05 2.89 6.41  -0.18
H -2.36 1.16 -3.69  0.26
H -3.74 1.91 1.38  0.39
H 7.06 3.11 -0.51  0.40
C -3.11 2.20 -0.69  0.93
C -1.95 3.04 -0.13  -1.43
H -3.67 -5.05 -6.29  0.24
Cl -0.34 3.27 -3.43  -0.02
Cl -4.66 0.46 4.99  -0.17
C 2.35 0.71 -0.19  -0.50
H 8.39 -1.55 -1.20  0.41
C -2.92 -2.06 -0.91  -0.58
H 2.45 0.62 6.35  -0.10
C -10.55 -0.70 -0.60  -0.27
H -1.47 3.55 -0.96  0.16
H 1.90 2.06 -1.84  -0.34
Cl -5.05 -3.49 -5.22  -0.12
H -2.59 -0.13 0.94  0.15
H 3.99 1.96 -2.71  0.49
H -0.21 2.91 1.08  0.77
H 7.00 -0.77 5.74  0.39
H -7.64 -4.01 1.09  0.33
Cl -11.52 -1.89 -1.47  -0.16
H 5.44 -2.36 0.08  0.32
O -1.35 -0.02 -2.66  0.20
H -4.82 -1.17 -0.76  -0.04
H 6.75 -1.10 -1.71  0.33
H 7.92 -0.95 1.07  0.27
H -6.34 -4.80 0.17  0.34
H -6.83 -0.40 4.63  0.38
Cl -6.40 0.83 2.67  -0.11
C -4.46 -5.11 -5.55  -0.31
H 6.99 -3.23 0.23  0.37

Computed properties:
Kohn-Sham gap (eV): 6.069
Charge: -1
F_max (eV/A): 2.04

***

2.
This record from the OMol25 dataset describes 4 unconnected molecules or ions with the total composition C29H62BrF8O12P3Si at a distorted geometry. The level of theory is the ωB97M-V functional and the def2-TZVPD basis.

Last column: Mulliken charge in e.
Cartesian coordinates (Å):
C -8.33 3.56 -0.67  -1.24
C 2.75 5.09 2.31  -1.12
H 1.46 -5.37 1.34  0.30
H -9.33 3.18 -1.01  0.31
C -0.82 -2.14 -0.69  0.61
C -0.58 8.77 3.89  -0.85
H 5.83 10.01 3.01  0.28
H 0.22 10.12 2.41  0.28
H 7.22 -7.81 0.92  0.31
O -2.33 -5.67 -0.43  -0.40
C -4.96 2.32 -5.51  -1.36
O -1.06 -4.95 -2.19  -0.30
F -0.09 2.11 1.63  -0.26
C -0.12 -7.20 -2.29  -1.14
H 4.59 8.10 0.95  0.35
C -7.23 2.47 -1.16  0.89
C 7.29 -7.36 1.92  -1.08
H -3.12 -4.75 1.93  0.26
C 7.64 -5.54 -1.56  -0.33
H 0.72 5.79 2.55  0.32
C -6.89 1.46 0.03  -0.84
H 1.42 5.06 4.00  0.36
H 0.55 -1.08 -2.00  0.49
H -8.03 4.54 -1.17  0.34
C -1.17 2.65 0.90  0.59
H 7.56 -8.15 2.62  0.42
H -3.15 -7.37 0.35  0.37
H 6.05 10.05 1.25  0.36
H -6.01 2.41 -5.96  0.36
C -2.63 -6.48 0.71  -0.33
H 5.16 -7.42 2.29  0.28
H 0.60 -7.83 -2.82  0.44
O 3.86 8.11 2.90  -0.35
H 2.92 -4.59 1.99  0.26
H 4.50 10.51 1.99  0.29
C -3.33 0.44 -2.36  0.21
O 1.76 9.32 3.54  -0.37
H -0.61 -2.13 -2.85  0.26
O 2.00 6.99 3.64  -0.30
H -5.70 0.82 -4.07  0.23
P -0.95 -4.76 -0.49  1.32
H -5.55 2.59 -3.41  -0.11
H 7.54 -6.60 -1.79  0.34
H -2.80 -0.46 -2.83  0.24
H -4.38 3.29 -5.57  0.32
H -0.20 -5.74 -3.86  0.38
H -3.64 -6.30 2.61  0.37
C -3.57 1.52 -3.51  -0.87
H 8.68 -5.38 -1.25  0.37
F -1.38 3.94 1.37  -0.24
C 2.96 -4.93 -0.15  -0.14
Si -5.06 0.84 0.02  0.24
H 0.35 10.69 4.08  0.33
H 5.74 7.72 2.22  0.38
H -5.53 -0.29 -2.24  0.43
H -0.32 8.37 4.88  0.24
H -4.51 -5.57 1.24  0.29
H 0.76 -2.84 -2.00  0.23
F -4.43 3.04 1.45  -0.31
H -7.03 2.02 1.02  0.31
H -6.29 3.07 -1.38  -0.02
C -2.44 1.70 1.16  0.02
C 4.90 8.37 1.96  -0.35
H 7.88 -5.04 -3.65  0.36
C 2.55 -5.31 1.26  -0.89
C -5.06 1.74 -4.00  0.24
H 3.69 5.06 2.87  0.29
H 8.10 -6.63 1.88  0.25
H 2.49 4.07 2.01  0.39
H -2.56 0.88 -1.64  -0.35
H 2.45 -4.01 -0.44  0.24
H 6.06 -6.33 3.34  0.38
O 4.36 -4.68 -0.23  -0.45
O 5.67 -5.59 1.48  -0.25
C 1.64 5.70 3.14  -0.29
H -2.97 1.17 -4.43  0.49
H -8.25 3.69 0.46  0.31
F -7.72 1.70 -2.25  -0.33
H -0.17 -2.15 0.19  0.27
C -3.79 2.20 0.48  0.88
C -4.61 -0.12 -1.60  -0.49
H -3.12 2.54 -3.25  0.24
F -3.55 3.07 -0.64  -0.28
F -0.77 2.64 -0.43  -0.22
H 2.68 -5.71 -0.86  0.20
C 0.43 9.80 3.44  -0.36
H 2.95 -6.29 1.54  0.19
C -0.05 -5.77 -2.78  -0.17
H 7.64 -3.64 -2.58  0.28
H -7.60 0.57 0.07  0.34
Br -4.99 -0.68 1.77  -0.36
O -1.65 -3.29 -0.71  -0.44
C 5.99 -6.70 2.32  -0.30
F -2.59 1.66 2.56  -0.29
O -0.77 -4.62 1.03  -0.73
H -4.42 1.53 -6.14  0.35
H -4.32 -1.17 -1.22  0.26
H -1.71 -6.83 1.19  0.32
P 2.27 8.19 2.45  1.14
O 2.46 9.13 1.26  -0.74
P 5.39 -5.97 -0.17  1.18
H -1.59 9.20 3.94  0.41
H 2.93 5.67 1.40  0.31
C 5.34 9.82 2.05  -1.11
H 0.93 -5.34 -2.56  0.17
O 5.16 -6.49 -1.59  -0.77
C -3.52 -5.73 1.68  -1.09
H -1.47 -1.26 -0.62  -0.51
H 0.10 -7.27 -1.22  0.30
F -2.04 0.42 0.78  -0.07
C 0.02 -2.04 -1.96  -1.20
C 7.34 -4.68 -2.77  -1.10
O 6.81 -5.17 -0.46  -0.33
H -0.61 7.92 3.20  0.13
H 6.27 -4.66 -3.01  0.28
H -1.12 -7.61 -2.44  0.29

Computed properties:
SMILES string: CCCCC[Si@](Br)(C[C@H](C)F)C(F)(F)C(F)(F)C(F)(F)F.CCOP(=O)(OCC)OCC.CCOP(=O)(OCC)OCC.CCOP(=O)(OCC)OCC
Kohn-Sham gap (eV): 8.245
F_max (eV/A): 9.68
Energy relative to the best compared isomer or geometry (same formula, charge and spin) (eV): 9.297

***

Number 1: E_LUMO 1.87 eV. Number 2: E_LUMO -1.73 eV.